[1]
DFT (wB97M-V/def2-TZVPD) results for an isolated molecule of C3H5N3O at a distorted geometry.

Structure (XYZ):
```
12
Properties=species:S:1:pos:R:3:forces:R:3
C -0.26739 1.12411 -0.09029 -0.522 1.364 0.740
C 1.47751 -0.07739 -0.04323 -0.865 -1.752 0.287
C 0.39390 -0.93993 -0.06770 -0.655 -2.112 -1.053
H -2.68512 0.03211 -0.61930 1.167 -0.853 0.805
H -2.48118 -0.37764 1.00809 1.610 -0.015 -1.679
H -0.95229 1.88831 0.16745 -0.401 0.993 -0.307
H 3.27122 0.31964 0.00660 0.880 0.554 0.025
H 0.19826 -2.05971 -0.24717 0.816 2.098 0.532
N -2.05712 -0.51070 0.03021 -1.825 0.633 0.089
N -0.72052 -0.10506 -0.15722 -0.333 -1.568 0.937
N 1.02171 1.21269 -0.01553 2.069 -0.186 -0.166
O 2.80103 -0.50643 0.02810 -1.940 0.844 -0.211
```
Forces are in eV/Å.

## Properties
- LUMO energy (eV) = 0.767
- frontier orbital gap (Eh) = 0.3361
- charge = 0
- SMILES string = Nn1cnc(O)c1
- DFT total energy (Eh) = -356.769349



[2]
DFT (wB97M-V/def2-TZVPD) results for a cluster of 2 separate species, C3H5N3O in total at a distorted geometry.

Structure (XYZ):
```
12
Properties=species:S:1:pos:R:3:forces:R:3
C -0.06384 -0.83892 -0.12906 0.414 2.252 -0.200
C 1.33131 -0.78947 -0.14164 -0.941 -2.750 -0.030
C -0.45994 0.63486 -0.36352 -2.844 -0.412 0.818
N 1.94501 -0.25134 -2.69343 -1.518 0.633 -0.849
N 0.81429 1.24583 -0.59144 -1.363 1.934 -0.499
N 1.85367 0.42188 -0.39953 0.293 -0.243 -0.503
O 0.94271 0.27934 -2.96488 1.549 -0.906 -0.194
H -0.79991 -1.63443 -0.16441 0.539 -0.071 0.350
H 1.94669 -1.74898 -0.15408 -0.482 1.834 0.414
H -1.16534 0.74395 -1.27708 1.103 -0.183 1.242
H -1.11313 1.22939 0.52914 1.766 -1.745 -1.911
H 0.71100 1.77752 -1.49082 1.485 -0.344 1.362
```
Forces are in eV/Å.

## Properties
- LUMO energy (alpha / beta) (eV) = 0.586 / -0.861
- frontier orbital gap (alpha / beta) (Eh) = 0.3011 / 0.2764
- charge = 0
- DFT total energy (Eh) = -356.621466



[3]
DFT (wB97M-V/def2-TZVPD) results for an isolated molecule of C3H5N3O at a distorted geometry.

Structure (XYZ):
```
12
Properties=species:S:1:pos:R:3:forces:R:3
N 0.27223 -0.85344 0.25574 0.515 0.161 -4.488
N 1.04407 -1.22511 1.35709 0.284 -0.345 -0.049
C -0.21760 0.45217 0.21104 -2.760 2.459 1.325
C -1.21862 0.88615 -0.60858 1.668 -0.489 1.120
O -1.71853 2.14586 -0.57500 -0.116 0.246 0.050
C 0.73348 -0.86232 -1.12445 0.588 -3.104 3.193
N 1.13326 -1.20122 -2.14935 0.037 0.557 -0.569
H -1.46323 2.58835 0.24650 0.010 -0.124 -0.182
H 2.04450 -1.11542 1.21018 -0.127 0.055 -0.125
H 0.84028 -2.19828 1.59254 0.084 0.431 -0.252
H 0.14883 1.06946 1.02877 -0.093 0.235 -0.147
H -1.59866 0.31379 -1.44447 -0.090 -0.082 0.126
```
Forces are in eV/Å.

## Properties
- LUMO energy (eV) = 0.756
- frontier orbital gap (Eh) = 0.3400
- charge = 0
- SMILES string = N#CN(N)/C=C/O
- DFT total energy (Eh) = -356.698644



[4]
DFT (wB97M-V/def2-TZVPD) results for an isolated molecule of C3H5N3O at a distorted geometry.

Structure (XYZ):
```
12
Properties=species:S:1:pos:R:3:forces:R:3
C -1.56762 -0.25499 -0.28664 -0.575 0.156 -0.034
N 0.52692 -0.54922 1.19872 0.702 1.278 2.872
C 1.15683 0.21021 0.20236 -2.724 -3.366 -3.165
C -0.38376 0.32427 0.38446 1.024 -3.354 -2.266
O 1.80859 -0.41442 -0.83655 0.562 0.774 0.344
N 1.14510 1.63896 0.34413 -0.769 2.564 1.710
N -0.12300 1.70524 0.48102 2.099 1.884 0.666
H 2.64582 0.05681 -0.99499 -0.354 -0.200 -0.004
H 0.46784 -1.51417 0.87908 -0.121 0.244 -0.162
H -1.38096 -1.24921 -0.70347 0.162 0.162 0.086
H -2.39165 -0.34848 0.43107 -0.028 -0.050 -0.124
H -1.90412 0.39500 -1.09919 0.023 -0.093 0.077
```
Forces are in eV/Å.

## Properties
- LUMO energy (eV) = -0.286
- frontier orbital gap (Eh) = 0.2828
- charge = 0
- SMILES string = C[C@]12N=N[C@@]1(O)N2
- DFT total energy (Eh) = -356.642977



[5]
DFT (wB97M-V/def2-TZVPD) results for a structure of composition C3H5N3O at a distorted geometry.

Structure (XYZ):
```
12
Properties=species:S:1:pos:R:3:forces:R:3
C 1.70250 0.67112 0.00093 0.243 -0.027 0.253
N -1.39540 0.35000 0.04742 -0.996 1.177 0.925
C 0.83329 -0.50687 -0.19454 -0.056 0.252 -0.323
C -0.59364 -0.69718 0.27714 0.201 -1.216 -1.781
O -2.55806 0.22431 0.80874 0.658 0.015 -0.353
N -0.55574 -1.32853 -1.28033 -0.046 -0.668 0.664
N 0.71551 -1.17177 -1.37887 -0.100 0.472 0.586
H -3.06380 1.01529 0.58070 0.046 -0.076 -0.040
H -0.86253 -1.47968 0.98196 0.027 0.124 0.092
H 1.71757 0.94174 1.05899 0.097 0.009 -0.062
H 1.34839 1.54404 -0.55706 -0.042 -0.117 -0.013
H 2.71190 0.43752 -0.34506 -0.032 0.054 0.051
```
Forces are in eV/Å.

## Properties
- LUMO energy (alpha / beta) (eV) = -0.567 / -0.494
- frontier orbital gap (alpha / beta) (Eh) = 0.2975 / 0.2963
- charge = 0
- DFT total energy (Eh) = -356.594974



[6]
DFT (wB97M-V/def2-TZVPD) results for an isolated molecule of C3H5N3O at a distorted geometry.

Structure (XYZ):
```
12
Properties=species:S:1:pos:R:3:forces:R:3
C -1.61714 -0.50821 0.07236 -0.156 0.171 0.060
C 1.72750 0.86718 0.02667 -0.736 -0.717 -0.035
C 0.26072 1.09516 -0.03541 0.586 0.941 -0.078
H -1.96930 -1.16651 -0.74672 -0.115 0.410 0.598
H -1.78899 -0.96183 1.07040 0.207 0.094 -0.610
H -2.11736 0.48935 0.06519 0.192 -0.862 -0.215
H 0.76310 -1.88581 -0.49380 0.408 -0.274 -0.135
H 2.52190 1.58170 0.05401 0.082 0.343 0.031
N -0.22018 -0.19372 -0.15718 -0.406 1.211 0.401
N 0.82107 -1.07162 0.09494 -0.543 -0.218 0.090
N 1.98294 -0.39730 0.04353 0.378 0.006 -0.039
O -0.36427 2.15161 0.00601 0.103 -1.106 -0.068
```
Forces are in eV/Å.

## Properties
- LUMO energy (eV) = 0.772
- frontier orbital gap (Eh) = 0.3600
- charge = 0
- SMILES string = Cn1[nH]ncc1=O
- DFT total energy (Eh) = -356.775050



What is the DFT total energy in the first record? -356.769349 Eh